26
Properties=species:S:1:pos:R:3:forces:R:3 method="wB97M-V/def2-TZVPD" homo_energy_ha=-0.4444 molar_mass_g_mol=276.18 fmax_ev_per_a=4.42 e_lumo_ha=-0.150 charge=+1 multiplicity=1 e_above_lowest_kcal_mol=83.5 orbital_gap_ha=0.29452
C 0.32055 1.32767 -2.03500 -0.62 -1.05 0.44
C 0.99110 3.18564 -0.85501 0.55 0.95 1.43
C 0.80559 2.62243 -2.06794 -0.08 1.16 -0.89
C 0.08412 0.89551 -0.72299 -0.38 -1.17 -1.73
C 1.37187 -1.34189 1.20465 0.70 -0.21 -0.41
C -0.41267 -0.45888 -0.44659 4.09 -1.12 1.23
C -1.18240 -1.25899 -1.42851 -0.59 2.60 -1.55
C -2.04291 -0.16838 1.49436 -1.24 -3.16 2.83
N 1.31079 -1.50996 -0.03001 -2.22 1.09 -2.26
N 0.28364 -0.82727 1.86571 -0.27 0.20 1.90
N 2.51745 -1.56353 1.99088 0.36 -0.03 -1.19
N -0.82727 -0.82830 0.97051 -0.21 0.85 -0.28
S 0.63120 2.05542 0.39237 -0.12 0.51 0.13
Br 0.84768 3.47520 -3.75962 0.34 0.13 0.44
H 0.19120 0.84248 -3.01308 -0.30 -0.31 0.94
H 1.30040 4.19728 -0.51450 -0.22 -0.93 -0.70
H -1.51212 -0.75282 -2.38148 0.15 0.09 1.41
H -2.00600 -1.69423 -0.96552 -1.94 -0.55 0.74
H -0.67548 -2.05802 -1.80668 2.05 -2.21 -0.69
H -2.40485 -0.72668 2.46635 1.04 0.94 -1.81
H -1.96145 0.82187 1.74617 0.87 2.43 0.30
H -2.85346 -0.29049 0.82741 -0.56 -0.17 -1.13
H 0.57138 -0.07513 2.54108 -1.52 -0.43 -1.02
H 3.28848 -1.57328 1.29005 -0.49 -0.15 1.01
H 2.46561 -2.47918 2.43218 0.11 0.20 0.22
H -1.10244 -1.81649 0.80520 0.50 0.33 0.63